The following is a DFT calculation (ωB97M-V/def2-TZVPD) of C17H24BrN5O6W as an isolated structure.

Last column: natural (NBO) charge in e.
Cartesian coordinates (Å):
W -0.556716 0.125353 0.336956  2.020
N 0.613282 1.516201 1.850919  -0.832
C 0.311008 1.463991 3.321538  -0.208
C -1.185184 1.665349 3.588991  -0.526
C -1.847704 0.529068 2.877023  0.823
O -2.083583 -0.532502 3.385652  -0.568
O -1.959790 0.760240 1.538973  -0.783
H 1.587376 1.254991 1.715664  0.424
H 0.543767 2.489839 1.567576  0.397
H 0.891857 2.228930 3.832219  0.232
H 0.630635 0.492940 3.694772  0.221
H -1.516705 2.625573 3.192050  0.237
H -1.388671 1.614611 4.654648  0.275
C -2.175747 -3.088582 1.061710  -0.638
C -0.669103 -2.918337 0.996162  0.163
C 0.080444 -4.077496 1.591159  -0.632
O -0.280948 -1.649324 1.694802  -0.756
C -0.175430 -2.550932 -0.391177  0.788
O 0.701621 -3.096781 -0.980578  -0.517
O -0.763054 -1.392128 -0.831936  -0.765
H -2.482513 -3.271501 2.092124  0.246
H -2.471959 -3.949662 0.461308  0.255
H -2.708808 -2.211953 0.700131  0.223
H -0.285205 -4.282069 2.598210  0.236
H 1.149470 -3.874303 1.630130  0.235
H -0.079629 -4.966256 0.980721  0.256
H -0.793369 -1.611349 2.528671  0.539
Br -3.310313 0.376375 -1.216514  0.258
C -2.400879 2.009138 -1.019552  0.173
C -3.050646 3.207735 -1.211781  -0.253
C -2.292214 4.362635 -1.132128  -0.090
C -0.923367 4.257708 -0.908601  -0.227
C -0.374810 3.014815 -0.698368  0.034
N -1.111041 1.888637 -0.696803  -0.563
H -4.106954 3.223536 -1.441479  0.273
H -2.758724 5.330446 -1.266261  0.261
H -0.286001 5.130991 -0.890427  0.260
H 0.689117 2.880112 -0.551545  0.223
C 3.689061 -1.756309 -0.652052  -0.403
N 2.892232 -1.007292 -1.643582  -0.354
C 3.156256 -1.093039 -2.979840  0.130
C 2.398285 -0.457981 -3.894969  -0.328
C 1.291118 0.287424 -3.405000  0.485
N 1.048917 0.347954 -2.094465  -0.575
C 1.830692 -0.280854 -1.241789  0.785
O 1.538774 -0.202866 0.024208  -0.760
N 0.462009 0.928764 -4.227490  -0.724
H 4.560172 -2.164418 -1.154331  0.233
H 3.090037 -2.563456 -0.240575  0.240
H 4.008865 -1.089216 0.142184  0.230
H 4.009236 -1.697503 -3.253872  0.249
H 2.618592 -0.532111 -4.949720  0.260
H 0.586304 0.895783 -5.224653  0.425
H -0.340056 1.409075 -3.858994  0.414

Atomic forces in eV per Å
1.2 -0.7 1.8
-0.1 -0.3 -0.1
-0.1 0.1 -0.1
0.1 0.2 -0.2
0.0 0.1 -0.2
-0.2 -0.2 -0.1
-0.1 -0.4 0.3
0.0 0.0 0.0
0.0 0.0 0.0
0.0 0.0 0.0
0.0 0.0 0.0
0.0 0.0 0.0
0.1 0.0 0.0
0.0 -0.1 0.0
0.0 0.1 0.2
0.2 0.0 0.1
-0.2 0.0 -0.3
-0.1 0.2 0.0
-0.1 0.0 -0.4
0.1 -0.3 -0.1
0.0 0.0 0.0
0.0 0.0 0.0
0.0 0.0 0.0
0.0 0.0 0.0
0.0 0.0 0.0
0.0 0.0 0.0
-0.1 0.2 -0.1
-0.2 0.1 -0.1
-0.4 -0.4 0.0
0.1 0.2 -0.2
-0.1 0.1 0.0
0.1 0.1 0.0
0.2 0.1 -0.1
-0.2 0.6 -0.4
0.0 0.0 0.0
0.0 0.0 0.0
0.0 0.0 0.0
0.0 0.0 0.0
0.0 0.1 -0.1
0.3 -0.2 0.4
0.1 0.0 0.0
0.0 0.0 -0.1
0.0 -0.2 -0.1
0.0 0.4 -0.3
-0.2 0.2 0.0
-0.4 0.1 -0.4
0.1 0.0 0.0
0.0 0.0 0.0
0.0 0.0 0.0
0.0 0.0 0.0
0.0 0.0 0.0
0.0 0.0 0.0
0.0 0.0 0.0
0.0 0.0 0.0

Output
Kohn-Sham gap (spin up / spin down)	0.284 / 0.318	Ha
HOMO level (spin up / spin down)	-14.24 / -15.36	eV
2S+1	3
total charge	+2
ΔE to the lowest compared entry with this formula, charge and spin	44.0	kJ/mol
lowest unoccupied orbital energy (spin up / spin down)	-6.5 / -6.7	eV

---

The following is a DFT calculation (ωB97M-V/def2-TZVPD) of C17H24F6N3O8PRuS5 as an isolated structure.

Last column: natural (NBO) charge in e.
Cartesian coordinates (Å):
Ru -0.330015 0.635618 -0.012431  1.178
F 2.113421 -3.199020 0.999679  -0.293
C 1.140805 -2.822036 0.185018  0.738
F 1.470999 -1.621807 -0.322907  -0.322
F 1.072251 -3.665923 -0.832961  -0.289
S -0.502290 -2.722450 1.116998  2.262
O -1.145026 -1.547534 0.526872  -1.046
O -1.186195 -3.937717 0.897233  -0.855
N -0.094487 -2.483644 2.610733  -1.161
S 0.453583 -1.062695 2.978008  2.257
O 0.943454 -0.315516 1.827742  -1.019
O 1.263210 -1.031714 4.134140  -0.858
C -1.104429 -0.053343 3.404314  0.725
F -1.279409 0.166867 4.690871  -0.281
F -2.213244 -0.613531 2.913840  -0.316
F -0.985673 1.148708 2.787066  -0.339
C 2.945995 5.051161 -1.749371  -0.626
C 1.786939 4.289403 -1.125402  -0.065
O 1.760664 2.979441 -1.696820  -0.829
P 1.734315 1.636053 -0.804894  1.788
O 2.985746 1.901354 0.157203  -0.834
C 2.928833 1.967558 1.588666  -0.054
C 3.868990 3.066126 2.055170  -0.628
O 2.243046 0.583743 -1.861374  -0.827
C 3.594816 0.613250 -2.383946  -0.067
C 3.612842 1.177767 -3.789445  -0.633
H 2.963751 6.072986 -1.380282  0.227
H 2.842773 5.062094 -2.830422  0.223
H 3.887093 4.566488 -1.501575  0.218
H 0.829386 4.774228 -1.341514  0.192
H 1.912607 4.222088 -0.039199  0.172
H 3.227728 0.994534 1.985855  0.207
H 1.895300 2.159933 1.907536  0.174
H 4.890820 2.817896 1.781789  0.225
H 3.804504 3.167159 3.134496  0.233
H 3.616301 4.022304 1.599891  0.206
H 3.934142 -0.423835 -2.366072  0.204
H 4.224255 1.205557 -1.719303  0.196
H 2.961466 0.597807 -4.435496  0.216
H 4.623772 1.140832 -4.184995  0.231
H 3.269458 2.208085 -3.784289  0.218
C -1.606677 1.338558 -5.414317  -0.268
O -1.164100 0.342586 -4.494836  -0.457
C -1.018052 0.582334 -3.232837  0.060
S -1.227999 2.070240 -2.472037  0.028
S -0.655923 -0.747172 -2.226972  0.036
H -0.753548 1.696353 -5.993929  0.213
H -2.076872 2.178406 -4.898746  0.207
H -2.318023 0.836568 -6.070645  0.223
N -3.741365 -0.396030 0.201707  -0.762
C -3.529653 0.852048 0.601665  0.331
N -2.383789 1.478384 0.450061  -0.662
C -2.427229 2.769057 0.905323  0.206
C -1.350333 3.653120 0.908617  -0.267
C -1.531557 4.915596 1.431751  -0.179
C -2.770657 5.302001 1.946716  -0.205
C -3.848359 4.431161 1.963121  -0.191
C -3.669510 3.164627 1.435682  -0.231
S -4.794779 1.828286 1.330249  0.415
H -2.923347 -0.967820 -0.007316  0.442
H -4.604331 -0.867637 0.420782  0.422
H -0.398223 3.307002 0.501359  0.196
H -0.712553 5.618243 1.445097  0.225
H -2.897872 6.299062 2.338897  0.233
H -4.797983 4.729176 2.380579  0.238

Atomic forces in eV per Å
-1.7 -0.7 -0.5
-0.1 0.0 0.1
0.4 -0.1 -0.2
0.0 -0.1 -0.1
-0.3 0.0 0.2
0.4 -0.2 -0.4
0.0 0.7 -0.4
0.0 -0.5 0.2
0.2 -0.1 0.0
-0.9 0.9 0.7
0.2 0.3 -0.5
0.2 -0.3 0.4
-0.2 0.2 -0.1
0.3 -0.2 -0.1
0.1 -0.2 0.1
0.2 -0.1 0.3
-0.3 -0.2 0.2
0.2 0.5 0.0
-0.4 -0.8 0.3
1.9 1.0 -0.9
-0.6 -0.2 -0.5
0.1 0.2 0.7
-0.2 -0.3 -0.2
-0.3 0.1 0.4
0.5 0.0 -0.4
-0.2 -0.1 0.3
0.0 0.1 0.0
0.0 0.1 -0.1
0.1 0.0 0.1
0.1 -0.1 0.0
0.0 0.1 0.0
-0.1 0.1 0.0
0.2 0.0 0.0
0.1 0.0 0.0
0.0 0.0 0.1
-0.1 0.1 0.0
-0.1 0.1 0.1
0.0 -0.1 0.0
-0.1 -0.1 -0.1
0.1 0.0 0.0
0.0 0.1 0.0
-0.2 0.5 -0.5
0.2 -0.5 0.1
-0.1 0.1 0.4
0.3 -0.3 0.1
-0.2 0.5 0.1
0.0 -0.1 0.1
0.0 -0.2 -0.1
0.1 0.1 0.1
0.1 -0.3 -0.1
-0.5 0.3 0.0
0.9 -1.1 -0.3
-0.4 1.1 0.5
-0.2 -0.5 -0.1
-0.1 0.2 0.1
0.1 0.0 0.0
0.0 0.0 -0.1
0.6 -0.2 -0.2
0.3 -0.2 -0.2
-0.4 0.0 0.0
0.1 0.1 0.0
-0.1 0.3 0.1
0.1 0.1 0.0
0.0 0.1 0.1
-0.1 0.1 0.0

Output
Kohn-Sham gap (spin up / spin down)	0.326 / 0.207	Ha
HOMO level (spin up / spin down)	-11.55 / -11.55	eV
2S+1	6
total charge	+1
ΔE to the lowest compared entry with this formula, charge and spin	136.6	kJ/mol
lowest unoccupied orbital energy (spin up / spin down)	-2.7 / -5.9	eV

---

The following is a DFT calculation (ωB97M-V/def2-TZVPD) of C17H24F6N7O4S3V as an isolated structure.

Last column: natural (NBO) charge in e.
Cartesian coordinates (Å):
V 0.350800 0.014500 -0.034200  1.184
C -1.521600 0.034300 2.519400  -0.230
C -2.429600 0.199000 1.298500  -0.227
N -1.673200 0.638500 0.132200  -0.729
C -1.308700 2.034800 -0.100600  0.123
C 0.445300 2.637500 1.558900  -0.348
S 1.960300 1.885300 2.237500  0.272
C 1.236800 0.945900 3.630100  -0.527
C 0.744100 -0.437900 3.229000  -0.229
N -0.191600 -0.424200 2.103900  -0.687
H -1.982000 -0.681700 3.212400  0.217
H -1.419500 0.974600 3.063700  0.197
H -3.267700 0.864900 1.539100  0.216
H -2.847100 -0.778700 1.037300  0.227
H -2.171500 0.313000 -0.693600  0.433
H -3.241000 2.866000 0.248400  0.248
H -1.364200 2.174200 -1.190300  0.245
H -0.356200 2.387400 2.245600  0.217
H 0.592900 3.723200 1.550200  0.245
H 0.463300 1.566100 4.080300  0.220
H 2.042600 0.842900 4.354500  0.256
H 0.288500 -0.911300 4.110200  0.206
H 1.615600 -1.023900 2.942800  0.216
H -0.301500 -1.390900 1.792700  0.415
F 2.160900 -1.898100 -2.308100  -0.303
C 1.731000 -3.094000 -1.881500  0.743
F 1.867900 -3.960900 -2.862700  -0.281
F 2.514300 -3.457800 -0.862700  -0.305
S -0.037600 -2.918300 -1.275200  2.305
O 0.101700 -2.062600 -0.108200  -1.008
O -0.508100 -4.220600 -0.999300  -0.855
N -0.771600 -2.205200 -2.449300  -1.193
S -0.793800 -0.665900 -2.693900  2.266
O -2.069600 -0.063100 -2.447000  -0.908
O 0.322200 0.073800 -2.143400  -0.965
C -0.565800 -0.622700 -4.546000  0.766
F -0.483700 0.635200 -4.967900  -0.295
F 0.557700 -1.252600 -4.868500  -0.296
F -1.583300 -1.211900 -5.147000  -0.283
N 5.080900 -1.944600 1.530300  -0.776
C 4.388800 -1.168300 0.678100  0.380
C 2.977700 -1.106200 0.690500  -0.083
N 2.307000 -0.275000 -0.098700  -0.513
C 3.033100 0.424600 -0.983600  -0.099
C 4.414600 0.347100 -1.000000  0.066
N 5.095400 -0.405200 -0.159600  -0.434
H 4.632700 -2.656600 2.076800  0.399
H 6.080100 -1.979500 1.413300  0.420
H 2.407700 -1.780700 1.316400  0.199
H 2.490700 0.987100 -1.726400  0.221
H 4.997800 0.916000 -1.707700  0.214
C -0.866900 4.906100 -0.665800  -0.257
C -1.912400 4.475800 0.044800  -0.124
C -2.209800 3.093600 0.532100  -0.483
N 0.139700 2.139900 0.216100  -0.586
C 0.801300 3.015200 -0.713200  -0.021
C 0.329300 4.205400 -1.092000  -0.212
H -0.874300 5.945800 -0.961400  0.234
H -2.682900 5.191100 0.297600  0.223
H -2.166100 3.090700 1.625100  0.222
H 1.782100 2.694100 -1.031400  0.223
H 0.944100 4.764000 -1.784500  0.237

Atomic forces in eV per Å
-0.2 0.8 1.0
-0.5 0.1 0.0
0.1 0.0 0.6
-0.8 -0.1 -0.6
-0.6 0.5 -0.2
0.5 -0.1 0.7
-0.2 0.1 0.4
0.2 0.2 -0.5
0.4 0.1 0.4
0.0 -0.5 -0.1
0.1 0.1 0.0
0.0 -0.1 -0.1
0.1 -0.1 0.0
0.0 0.1 0.0
-0.1 0.2 0.1
0.0 -0.1 0.1
0.0 -0.1 0.3
0.0 0.1 0.0
-0.2 -0.2 0.0
0.0 0.0 0.1
-0.1 0.0 0.1
0.0 0.0 -0.1
-0.1 0.0 0.1
-0.1 -0.1 0.3
-0.2 -0.3 -0.2
0.4 0.3 0.1
-0.4 -0.1 0.1
-0.3 -0.2 0.0
0.8 -0.9 -0.6
0.2 0.3 0.6
-0.2 -0.3 -0.3
-0.1 0.0 0.0
-1.2 -0.4 -1.6
-0.4 -0.1 -0.4
0.8 0.4 0.4
0.3 0.0 -0.4
-0.1 0.0 0.4
0.0 0.0 0.2
-0.1 0.0 0.3
0.2 -0.3 0.3
-0.4 0.5 -0.4
0.4 -0.1 0.1
1.5 -0.7 -0.1
0.4 0.3 -0.3
-0.5 0.1 0.0
0.2 -0.4 0.3
0.0 0.0 0.0
-0.1 -0.1 0.0
0.0 0.1 0.0
0.1 0.1 0.0
0.0 0.1 -0.2
-0.4 0.1 0.2
0.1 0.0 0.0
0.3 -0.1 -0.3
-0.3 0.7 -0.3
0.3 0.5 -0.4
0.4 -0.5 -0.2
-0.1 0.1 0.0
0.0 0.2 0.0
-0.1 -0.1 0.0
0.0 0.0 0.0
0.1 0.0 0.0

Output
Kohn-Sham gap (spin up / spin down)	0.285 / 0.258	Ha
HOMO level (spin up / spin down)	-10.25 / -9.55	eV
2S+1	2
total charge	+1
ΔE to the lowest compared entry with this formula, charge and spin	200.8	kJ/mol
lowest unoccupied orbital energy (spin up / spin down)	-2.5 / -2.5	eV

---

The following is a DFT calculation (ωB97M-V/def2-TZVPD) of a 2-piece molecular cluster, C17H24FN3O5S overall.

Last column: natural (NBO) charge in e.
Cartesian coordinates (Å):
O -4.963494 5.622883 3.476039  -0.627
O -2.090725 2.404357 3.373694  -0.637
O -0.109621 -4.665244 -2.051343  -0.604
O 4.106091 -3.337758 -2.390511  -0.630
F -1.411456 1.725280 -0.085106  -0.326
O -0.128515 -3.542925 -4.018801  -0.666
S 2.848141 -6.882011 -1.410679  -0.065
C -4.812779 5.723165 2.267420  0.668
C -2.395816 3.461735 2.836374  0.668
C 0.303962 -3.752877 -2.753090  0.794
C 3.532241 -3.776939 -1.403132  0.696
C -0.730913 -0.551253 0.135032  -0.288
C -0.030465 0.751941 -1.768092  -0.278
C -0.044256 -1.662992 -0.369510  -0.127
C 0.664442 -0.353696 -2.274176  -0.176
C -0.731403 0.657723 -0.563811  0.394
C 0.663950 -1.576352 -1.581148  -0.063
N -1.534466 4.481875 2.960720  -0.606
N -4.212244 4.793559 1.524480  -0.617
N 2.212321 -3.444943 -1.168829  -0.612
C -5.298688 6.958936 1.545280  -0.710
C -1.560608 5.833079 2.404534  -0.411
C -3.728450 3.510948 2.053905  -0.318
C 1.359237 -2.788062 -2.176139  -0.174
C 5.634007 -4.138493 -0.039248  -0.592
C 4.475408 -6.087021 -1.109890  -0.490
C 4.270987 -4.720558 -0.446097  -0.320
H -0.776388 -4.245820 -4.179702  0.502
H 3.228050 -8.008342 -2.052971  0.135
H -1.277516 -0.620943 1.070909  0.239
H -0.034653 1.691534 -2.310852  0.227
H -0.077387 -2.600832 0.178098  0.213
H 1.194022 -0.259749 -3.218657  0.222
H -0.738506 4.248691 3.534902  0.408
H -4.133263 4.954624 0.534696  0.395
H 1.732703 -4.051440 -0.508015  0.410
H -4.451287 7.470714 1.093513  0.222
H -5.779732 7.619158 2.266854  0.247
H -6.017951 6.672915 0.779606  0.224
H -2.308534 6.435173 2.923422  0.204
H -1.775876 5.803402 1.336180  0.193
H -0.586287 6.301920 2.547559  0.211
H -3.627436 2.818619 1.218644  0.237
H -4.494716 3.106353 2.717008  0.250
H 1.964257 -2.458095 -3.026613  0.264
H 6.118873 -4.784844 0.699285  0.211
H 6.294465 -4.047026 -0.908534  0.227
H 5.504601 -3.145259 0.403135  0.220
H 5.010807 -5.965759 -2.059080  0.230
H 5.079360 -6.731879 -0.462999  0.217
H 3.665507 -4.847472 0.455735  0.209

Atomic forces in eV per Å
0.2 -0.4 -0.1
-0.6 -0.2 -0.3
0.2 1.0 -1.2
0.0 -0.2 0.5
0.2 -0.3 -0.2
0.6 0.2 0.9
0.0 0.0 0.0
-0.7 1.0 1.3
0.0 -0.9 0.4
-0.2 -1.4 1.5
0.0 0.5 -1.5
-0.1 0.1 0.0
-0.1 0.1 0.2
0.0 0.6 -0.5
-0.4 -0.2 0.7
0.7 -1.0 -0.5
-0.5 0.6 0.0
0.4 1.3 -0.4
0.8 -1.3 -0.7
-0.1 -0.8 0.1
0.0 -0.1 0.0
-0.3 -0.3 0.1
0.0 0.7 0.0
0.3 0.2 -0.4
-0.1 0.1 -0.1
0.1 -0.4 -0.3
-0.3 0.1 0.2
-0.1 0.0 -0.1
0.2 0.3 0.2
0.1 0.0 -0.1
0.0 -0.1 0.1
0.0 0.2 -0.1
-0.1 0.0 0.2
-0.1 -0.1 0.0
0.0 0.0 0.0
-0.1 0.3 -0.3
0.0 0.1 -0.2
0.1 -0.1 -0.1
0.0 0.1 -0.2
0.0 0.1 -0.1
0.1 0.1 0.1
-0.1 -0.2 0.0
0.1 0.0 0.0
0.2 0.0 0.1
0.3 -0.1 0.4
-0.1 0.1 -0.1
-0.2 0.0 0.1
0.1 -0.1 -0.1
-0.2 0.1 0.2
-0.1 0.2 0.0
0.0 -0.1 0.0

Output
SMILES string	C[C@H](CS)C(=O)N[C@@H](C(=O)O)c1ccc(F)cc1.CNC(=O)CNC(C)=O
Kohn-Sham gap	0.356	Ha
HOMO level	-9.16	eV
2S+1	1
total charge	0
lowest unoccupied orbital energy	0.5	eV

---

| no. | largest force on an atom (eV/Å) |
| --- | --- |
| 1 | 2.3 |
| 2 | 2.3 |
| 3 | 2.0 |
| 4 | 2.1 |